1.
This record from OMol25 describes C33H33N5O3SSeSn as an isolated structure. The level of theory is ωB97M-V/def2-TZVPD.

Structure (XYZ):
```
77
Properties=species:S:1:pos:R:3:forces:R:3
Sn 0.6006 1.0377 -0.4862 -0.14 0.22 0.03
O 2.2289 3.0619 -1.8145 0.00 0.00 0.03
S 1.6504 2.6968 -3.0937 0.02 -0.01 -0.03
O 2.5379 2.3352 -4.1664 -0.01 0.01 0.04
N 0.5797 1.5823 -2.7131 0.20 -0.20 -0.01
C -0.1023 0.8399 -3.6628 -0.04 0.09 0.01
C -0.0695 1.0060 -5.0299 0.00 -0.02 -0.04
C -0.8608 0.1995 -5.8734 0.02 0.03 -0.01
C -1.6869 -0.7684 -5.3813 -0.02 -0.02 0.02
C -1.7487 -0.9720 -3.9832 -0.02 0.00 -0.01
C -2.5763 -1.9411 -3.3713 -0.01 -0.01 -0.04
C -2.5902 -2.0723 -2.0133 -0.02 -0.03 0.02
C -1.7564 -1.2389 -1.2458 -0.01 0.03 -0.06
N -0.9750 -0.3330 -1.7822 -0.01 -0.05 0.00
C -0.9575 -0.1746 -3.1335 0.01 0.00 0.03
C 0.7031 4.0859 -3.6527 -0.03 0.04 0.00
C -0.3542 4.5336 -2.8696 0.02 0.00 -0.01
C -1.0910 5.6263 -3.2914 -0.01 0.00 0.00
C -0.7705 6.2629 -4.4858 -0.01 0.01 0.00
C 0.2855 5.8077 -5.2593 0.01 -0.01 0.00
C 1.0299 4.7103 -4.8441 -0.02 0.01 -0.01
H 0.5835 1.7466 -5.4675 -0.01 -0.02 -0.01
H -0.8019 0.3620 -6.9422 0.00 0.00 0.00
H -2.2921 -1.3804 -6.0378 0.00 0.00 0.01
H -3.1991 -2.5706 -3.9962 0.01 0.01 0.00
H -3.2218 -2.7947 -1.5155 0.01 0.01 0.01
H -1.7567 -1.3125 -0.1673 0.01 -0.03 0.06
H -0.5911 4.0232 -1.9435 0.01 0.01 -0.01
H -1.9175 5.9836 -2.6908 0.00 0.00 0.00
H -1.3500 7.1165 -4.8133 0.00 0.00 0.00
H 0.5316 6.3039 -6.1889 0.00 0.00 0.00
H 1.8568 4.3338 -5.4309 0.00 0.00 0.00
C 2.6713 0.9294 2.1404 -0.01 -0.02 -0.02
N 2.8400 1.6203 0.8675 -0.05 0.01 0.05
C 3.1317 3.0280 1.0989 0.02 -0.01 0.04
C 3.8553 0.9766 0.0437 0.03 -0.03 0.04
C 3.3984 -0.3858 -0.4234 0.08 0.05 -0.02
C 4.3347 -1.4089 -0.5128 0.01 -0.06 -0.01
C 3.9717 -2.6681 -0.9698 -0.04 0.04 0.01
C 2.6554 -2.8998 -1.3354 0.03 0.03 0.00
C 1.7214 -1.8733 -1.2383 0.00 -0.06 -0.04
C 2.0618 -0.5981 -0.7852 -0.10 -0.04 0.04
H 3.5885 0.9782 2.7458 -0.01 0.01 0.00
H 2.4189 -0.1159 1.9712 0.01 -0.02 0.00
H 1.8554 1.3879 2.7016 0.01 0.01 -0.01
H 2.3080 3.4776 1.6558 0.00 0.01 -0.01
H 3.2337 3.5444 0.1500 0.02 0.01 -0.02
H 4.0529 3.1519 1.6879 0.00 0.01 -0.01
H 4.8053 0.8818 0.5946 0.00 0.03 -0.02
H 4.0304 1.6201 -0.8208 0.01 0.01 0.00
H 5.3603 -1.2190 -0.2144 0.00 0.00 -0.01
H 4.7092 -3.4583 -1.0326 0.00 0.00 -0.01
H 2.3513 -3.8741 -1.6990 0.00 0.00 0.01
H 0.7052 -2.0940 -1.5424 0.00 0.01 0.02
Se -0.3859 -2.4610 2.4048 -0.01 -0.07 -0.02
N -0.3683 -0.6996 2.2515 0.00 -0.05 -0.14
C -1.0738 -0.2241 3.2589 0.06 0.04 0.07
C -1.2924 1.1715 3.5046 0.00 -0.05 -0.04
C -2.0030 1.5316 4.5983 -0.03 0.00 0.03
C -2.5376 0.5548 5.5093 -0.01 0.05 0.00
C -2.3636 -0.7718 5.3140 0.01 -0.05 -0.05
C -1.6197 -1.2093 4.1685 0.00 0.04 0.03
N -1.3637 -2.4705 3.8780 0.01 0.03 0.01
H -0.8772 1.8939 2.8129 0.00 0.00 0.00
H -2.1747 2.5802 4.8071 0.00 0.00 0.00
H -3.0926 0.9026 6.3712 0.00 0.00 0.00
H -2.7609 -1.5120 5.9952 0.00 0.00 0.00
C -3.7513 1.0567 0.6407 0.00 0.01 0.02
C -4.0230 -0.1150 1.5485 0.02 0.01 -0.03
C -4.9167 0.1421 2.7352 0.00 -0.02 -0.01
O -3.5561 -1.2124 1.3356 -0.02 -0.02 0.06
H -4.6592 1.6400 0.4793 0.01 0.01 0.00
H -3.3326 0.7304 -0.3078 -0.02 -0.01 0.01
H -3.0257 1.7094 1.1348 -0.01 0.01 0.00
H -4.7851 1.1518 3.1236 0.01 0.00 0.00
H -4.7302 -0.5933 3.5138 0.00 -0.01 -0.01
H -5.9537 0.0448 2.4022 0.00 0.02 0.00
```
Forces are in eV/Å.

Properties
Multiplicity: 1
Total charge: 0


2.
This record from OMol25 describes the molecule C16H26O at a distorted geometry. The level of theory is ωB97M-V/def2-TZVPD.

Structure (XYZ):
```
43
Properties=species:S:1:pos:R:3:forces:R:3
C -1.6227 -2.5005 1.5929 0.49 -0.46 0.19
C -0.7431 -1.7222 0.6700 2.00 1.01 0.04
C 0.3170 -0.9549 1.1059 -1.74 -0.64 -0.90
C 0.8167 -1.0410 2.5436 0.16 0.25 -0.28
C 1.7736 -2.2127 2.7642 -0.15 -0.66 2.79
O 2.0426 -2.6510 3.8902 -0.50 1.00 -2.40
C 0.9887 0.0756 0.1847 0.81 -0.15 -0.53
C 2.4775 -0.3599 -0.0287 -0.68 0.77 0.29
C 0.9891 1.4655 0.8756 0.00 0.62 -0.02
C 1.0542 2.6586 -0.0795 0.24 -0.74 -1.12
C -0.0971 2.6943 -1.0883 -0.02 0.38 0.28
C -0.8051 1.3225 -1.2752 0.13 0.52 0.03
C -1.9887 1.1913 -0.2548 0.33 -1.34 -0.25
C -1.4113 1.3764 -2.6639 0.26 1.30 -0.72
C 0.3201 0.2135 -1.2347 -1.55 -0.40 1.07
C -0.1305 -1.1667 -1.7660 0.77 0.26 0.87
C -1.1016 -1.8306 -0.8092 0.37 -0.78 0.39
H -1.9089 -3.4551 1.1636 -0.10 -0.16 -0.16
H -2.5253 -1.9415 1.7761 -0.55 0.25 0.07
H -1.1725 -2.7185 2.5611 0.02 0.07 -0.06
H 1.3499 -0.1214 2.8493 -0.13 -0.36 -0.20
H -0.0118 -1.1323 3.2518 0.21 -0.09 -0.01
H 2.1807 -2.7099 1.8804 0.17 -0.01 -0.33
H 2.9497 0.3102 -0.7611 0.07 -0.26 0.24
H 3.0108 -0.2996 0.9231 0.12 0.06 -0.08
H 2.5238 -1.3840 -0.3558 0.10 -0.39 -0.39
H 1.8789 1.6122 1.4988 -0.28 -0.48 0.33
H 0.0825 1.5984 1.4847 0.32 -0.16 0.07
H 1.0175 3.5743 0.4858 0.41 0.34 0.29
H 1.9892 2.6190 -0.6756 -0.18 0.10 0.62
H 0.2931 3.1103 -2.0436 -0.34 -0.49 0.37
H -0.8139 3.4431 -0.7169 -0.12 -0.31 -0.31
H -1.6734 0.6575 0.6683 -0.33 0.68 -0.47
H -2.4521 2.1503 -0.0406 0.18 0.14 0.15
H -2.7894 0.5679 -0.7057 0.40 0.28 0.26
H -2.0195 2.3116 -2.7775 0.65 -0.58 -0.01
H -2.0992 0.5932 -2.8152 -0.84 -1.19 -0.27
H -0.6476 1.3192 -3.4783 -0.48 0.24 0.61
H 1.0331 0.5948 -1.9315 0.89 0.29 -0.40
H 0.7611 -1.8174 -1.8893 -0.39 0.38 0.07
H -0.5894 -1.0719 -2.7362 -0.08 0.04 -0.42
H -2.0997 -1.4577 -0.9645 -0.58 0.19 -0.04
H -1.1467 -2.9107 -1.0779 -0.08 0.49 0.34
```
Forces are in eV/Å.

Properties
Multiplicity: 1
Total charge: 0


3.
This record from OMol25 describes the molecule C6H9N at a distorted geometry. The level of theory is ωB97M-V/def2-TZVPD.

Structure (XYZ):
```
16
Properties=species:S:1:pos:R:3:forces:R:3
C 1.5351 -0.6858 0.8612 -0.20 -0.03 -0.08
C 0.3729 -0.1775 0.0261 -0.27 -0.36 -0.40
C -0.8506 -1.0652 -0.3177 0.09 -0.36 -1.07
N -2.0505 -0.2126 -0.7403 0.62 -0.55 2.77
C -1.7566 0.7588 0.0261 -0.37 1.45 0.22
C -0.3148 1.1673 0.1770 -0.48 0.01 0.42
C 0.5464 0.8534 -1.0366 -0.04 0.07 -0.01
H 1.2133 -1.0076 1.8583 -0.03 0.04 -0.16
H 2.3071 0.0844 0.9985 -0.30 -0.10 -0.11
H 2.0161 -1.5422 0.3722 -0.11 0.13 0.05
H -0.8538 -1.5299 -1.2550 1.65 -2.26 -0.89
H -1.1674 -1.7165 0.5426 0.23 0.59 -0.96
H -2.5190 1.0285 0.7398 -0.58 1.78 -0.26
H -0.0440 1.9841 0.8414 0.08 -0.37 0.04
H 1.5131 1.3549 -1.0949 -0.29 -0.06 0.18
H 0.0526 0.7059 -1.9987 -0.01 0.03 0.27
```
Forces are in eV/Å.

Properties
Multiplicity: 1
Total charge: 0


4.
This record from OMol25 describes an isolated ion of composition C4H7N2O2 and charge -1 at a distorted geometry. The level of theory is ωB97M-V/def2-TZVPD.

Structure (XYZ):
```
15
Properties=species:S:1:pos:R:3:forces:R:3
C -0.2360 -2.8465 0.5799 2.32 -1.27 -0.79
C -0.9366 -1.6111 0.2098 1.47 2.11 0.93
O -2.1293 -1.5585 0.4823 -0.37 0.96 -0.76
N -0.0283 -0.5750 -0.0889 0.22 -1.57 0.11
N -0.4027 0.7379 -0.1544 0.20 2.20 -1.48
C 0.6102 1.6272 -0.4507 -3.27 -2.60 2.03
C 0.1354 3.0458 -0.4943 0.46 -0.77 -0.27
O 1.8116 1.3898 -0.3786 2.17 -0.60 -0.71
H -0.8705 -3.7328 0.5328 0.00 0.24 0.13
H 0.6299 -2.9805 -0.1124 -0.43 -0.26 0.41
H 0.2291 -2.7141 1.5681 -0.42 -0.20 -0.10
H 1.0120 -0.7396 -0.2393 -1.79 -0.06 0.37
H 0.1966 3.3193 0.5448 0.02 0.86 0.28
H 0.8433 3.5403 -1.1381 0.14 0.75 0.01
H -0.8647 3.0979 -0.8609 -0.72 0.22 -0.16
```
Forces are in eV/Å.

Properties
Multiplicity: 1
Total charge: -1


5.
This record from OMol25 describes H18MgNO12 as an isolated structure at a distorted geometry. The level of theory is ωB97M-V/def2-TZVPD.

Structure (XYZ):
```
32
Properties=species:S:1:pos:R:3:forces:R:3
Mg 1.1357 -1.5861 -2.0929 -0.94 1.42 1.27
N 0.3103 0.9384 -0.2481 -2.57 0.08 0.25
O 0.0970 0.4886 0.8850 0.99 -0.30 0.17
O 0.6527 0.1119 -1.1550 0.75 0.08 -0.78
O -0.0168 2.0759 -0.5468 0.82 -0.22 -0.26
O -1.2063 1.1207 3.4317 0.04 0.10 -0.11
H -0.6848 0.8718 2.6564 -0.27 -0.08 0.02
H -1.9568 1.6164 3.0768 0.08 -0.09 0.03
O 1.0686 -2.4002 -0.3356 0.39 -1.25 0.94
H 1.0734 -1.9514 0.5366 -0.25 0.29 -0.29
H 1.1376 -3.3458 -0.1329 -0.11 0.19 0.11
O -3.2745 -0.9331 0.7070 0.10 -0.18 -0.06
H -4.1764 -0.6954 0.9447 0.06 0.03 0.00
H -2.7405 -0.2041 1.0429 -0.14 0.10 -0.06
O -0.8928 -2.0589 -2.5991 0.61 -0.09 -0.53
H -1.1962 -1.2143 -2.9654 -0.42 -0.10 0.39
H -1.1120 -2.7151 -3.2793 -0.19 0.01 0.27
O 3.1244 -1.1910 -1.9590 0.58 -0.07 -0.34
H 3.6078 -0.5964 -2.5504 -0.09 0.01 0.16
H 3.6704 -1.2489 -1.1609 -0.24 -0.11 -0.01
O -2.8927 2.1322 0.5560 0.16 -0.13 0.11
H -3.3181 2.5058 -0.2222 0.00 0.01 0.08
H -1.9449 2.2256 0.3911 0.04 0.20 -0.07
O 1.6862 -1.1235 2.9202 0.12 0.05 -0.23
H 1.8961 -0.2286 2.6274 -0.10 -0.03 0.08
H 1.4105 -1.0162 3.8382 -0.05 -0.09 -0.07
O 1.1263 -0.5499 -3.7912 0.71 -0.35 -1.22
H 1.8408 -0.8025 -4.4001 -0.18 0.30 -0.07
H 0.4138 -0.2510 -4.3735 0.04 0.17 0.21
O 0.6667 3.5381 2.5366 0.09 0.07 -0.07
H 0.3829 2.6282 2.4062 -0.10 0.06 0.07
H 0.1118 3.8585 3.2557 0.05 -0.08 0.00
```
Forces are in eV/Å.

Properties
Multiplicity: 1
Total charge: +1


6.
This record from OMol25 describes the molecule C3H4N2O. The level of theory is ωB97M-V/def2-TZVPD.

Structure (XYZ):
```
10
Properties=species:S:1:pos:R:3:forces:R:3
N 1.7063 0.3574 -0.7120 -0.04 0.06 0.13
C 0.5283 0.6450 -0.1025 -0.10 0.31 0.41
N 0.0069 1.2924 0.8376 0.37 -0.19 -0.30
C -0.9033 0.4249 -0.0448 -0.19 -0.19 -0.17
C -1.2815 -0.9287 0.4502 0.25 -0.22 0.13
O -0.4413 -1.7053 0.8516 -0.42 0.22 -0.05
H 2.5009 0.7936 -0.2609 -0.04 -0.06 0.03
H 1.8516 -0.6350 -0.8592 -0.14 0.19 -0.19
H -1.6394 0.9757 -0.6344 0.24 -0.19 -0.04
H -2.3465 -1.2266 0.3882 0.08 0.06 0.04
```
Forces are in eV/Å.

Properties
Multiplicity: 1
Total charge: 0


Record-wise relative energy (zero: lowest compared OMol25 entry of this formula, charge and spin) values, in eV: 0.000 0.000 3.417 0.513 0.000 2.421